1.
Computed, not measured: a structure of composition C45H53BCaIN9P2Se3Si in a non-equilibrium geometry, with ωB97M-V/def2-TZVPD.

Calculated values
**Energy**: -310654.6396 eV
**Spin multiplicity**: 1
**Charge**: -2
**HOMO-LUMO gap**: 5.79 eV

Each line ends with the Löwdin charge.
CARTESIAN COORDINATES (ANGSTROEM)
Ca -0.9669 -1.2096 1.2581  0.9876
C -2.8799 -4.5367 2.3084  -0.0721
C -2.6361 -3.5846 3.4671  -0.3629
C -3.3576 -3.5666 4.6829  -0.0198
C -2.8591 -2.5009 5.3670  -0.3202
C -3.1954 -2.0693 6.7262  -0.0476
N -1.9299 -1.8534 4.5563  0.0378
N -1.8710 -2.5209 3.3287  0.0448
B -1.3284 -0.4596 4.7932  -0.5435
N 0.2198 -0.3973 4.6123  0.0302
N 0.7876 -0.6998 3.4010  0.1000
C 2.0158 -0.3428 3.5259  -0.3795
C 3.0175 -0.5069 2.4684  -0.0478
C 2.2992 0.1460 4.8231  0.0010
C 1.1216 0.0939 5.4557  -0.3492
C 0.7852 0.4134 6.8260  -0.0346
N -1.9679 0.6459 3.9277  0.0134
N -1.8253 0.7028 2.5559  -0.0090
C -2.5985 1.6807 2.1524  -0.3728
C -2.7770 2.1080 0.7163  -0.0875
C -3.1695 2.3899 3.2815  -0.0116
C -2.7704 1.6845 4.3825  -0.2814
C -3.0110 1.9362 5.8259  -0.0366
H -3.4024 -5.4312 2.6377  0.0627
H -3.4936 -4.0702 1.5074  0.0459
H -1.9608 -4.8129 1.8277  0.0020
H -4.1250 -4.3058 5.0724  0.1289
H -3.7821 -2.8367 7.2947  0.0857
H -2.1907 -1.8237 7.2464  0.1028
H -3.7963 -1.1398 6.7614  0.0724
H -1.6194 -0.0745 5.8997  0.0954
H 2.8032 0.0550 1.5737  0.0455
H 4.0257 -0.1659 2.7764  0.0835
H 3.0861 -1.5408 2.1807  0.0677
H 3.2770 0.3705 5.2225  0.1014
H 1.6525 0.7671 7.3801  0.0782
H 0.1061 1.2115 6.9103  0.0508
H 0.3603 -0.4980 7.3118  0.1015
H -2.4296 1.3332 0.0039  0.0241
H -3.8027 2.2308 0.4827  0.0542
H -2.3182 3.0624 0.5465  0.0563
H -3.8928 3.1610 3.1859  0.0897
H -2.1419 2.3238 6.3570  0.0755
H -3.8676 2.5901 5.9960  0.0797
H -3.3145 1.0111 6.3038  0.0508
Se 5.9206 -1.1536 -1.8306  0.2119
P 4.1178 -0.1479 -2.3378  0.5273
C 4.6269 1.6361 -2.4546  -0.3373
C 4.8414 2.2759 -3.6901  -0.0859
C 5.5215 3.4774 -3.7322  -0.1320
C 6.0823 3.9981 -2.6301  -0.1259
C 5.8539 3.4421 -1.3977  -0.0845
C 5.1291 2.2714 -1.3169  -0.1070
C 3.5384 -0.4957 -4.0447  -0.3348
C 2.2655 -0.0408 -4.4262  -0.0561
C 1.8847 0.0317 -5.7890  -0.0481
C 2.7882 -0.4272 -6.7412  -0.0989
C 3.9684 -1.0214 -6.3395  -0.1003
C 4.3686 -1.0351 -5.0146  -0.1109
C 2.7258 -0.3347 -1.2879  -0.4343
C 1.4455 0.2440 -0.9716  -0.4565
N 0.8701 -0.6605 -0.1757  -0.2216
N 1.6737 -1.7264 -0.0378  -0.0922
N 2.7873 -1.5554 -0.6848  -0.0166
P 0.2964 1.6191 -1.1114  1.1213
Se -4.1724 -1.1032 0.9182  0.4650
C 1.2107 3.1763 -1.4354  -0.3318
C 1.9777 3.6003 -2.5722  -0.0936
C 2.4901 4.8390 -2.6304  -0.1150
C 2.2839 5.7617 -1.6230  -0.1078
C 1.5688 5.4258 -0.5176  -0.0984
C 1.0440 4.1445 -0.4297  -0.1151
C -0.5507 1.2250 -2.7039  -0.3697
C -1.1170 2.2060 -3.5412  -0.0960
C -1.9424 1.8380 -4.5813  -0.1213
C -2.1892 0.5095 -4.8575  -0.0888
C -1.7094 -0.4721 -3.9650  -0.0616
C -0.8884 -0.1067 -2.9000  -0.1024
H 4.4941 1.7811 -4.6178  0.1122
H 5.7100 3.9047 -4.7311  0.1119
H 6.6172 4.9505 -2.7199  0.1071
H 6.3493 3.7595 -0.5297  0.0876
H 5.0102 1.8522 -0.3014  0.1185
H 1.5891 0.3487 -3.7124  0.0565
H 0.9144 0.3799 -6.0490  0.0887
H 2.4707 -0.5235 -7.7636  0.0917
H 4.6680 -1.4146 -7.0622  0.0950
H 5.3591 -1.3843 -4.7295  0.0680
H 2.0252 2.8749 -3.3687  0.0957
H 3.0813 5.1446 -3.4714  0.0979
H 2.7112 6.7467 -1.7650  0.0988
H 1.4408 6.0316 0.4391  0.1261
H 0.5031 3.7777 0.3782  0.0592
H -0.7980 3.2434 -3.4339  0.0983
H -2.4389 2.5725 -5.2294  0.1013
H -2.9174 0.3163 -5.6233  0.0900
H -2.0315 -1.5039 -4.0219  0.0602
H -0.6679 -0.8325 -2.1315  0.0642
I -6.5004 0.4182 3.3254  0.1458
C -4.6610 -1.1519 2.6660  -0.9654
H -5.2740 -2.0036 2.9354  -0.0562
H -4.0222 -0.7467 3.4685  -0.0529
C -3.7464 -3.0781 -2.4264  -0.2457
Si -2.1374 -4.0353 -2.4966  0.0285
C -0.9547 -3.7860 -4.0147  -0.2305
C -2.5622 -5.8357 -2.5822  -0.2601
Se -1.0021 -3.6046 -0.6156  0.1837
H -4.5627 -3.5489 -2.9920  0.0228
H -3.6974 -2.0599 -2.7397  -0.0075
H -4.0021 -3.1404 -1.3627  -0.0222
H -1.3278 -3.9341 -5.0226  0.0153
H -0.1953 -4.5491 -3.8707  0.0170
H -0.4635 -2.8583 -3.9852  -0.0331
H -2.9935 -5.9478 -3.5871  0.0207
H -3.3053 -6.1285 -1.8516  0.0182
H -1.6698 -6.4460 -2.4715  0.0184

2.
Computed, not measured: a structure of composition C45H53Br2N7O3P2TaTe in a non-equilibrium geometry, with ωB97M-V/def2-TZVPD.

Calculated values
**Energy**: -231603.6676 eV
**Spin multiplicity**: 1
**Charge**: +1
**HOMO-LUMO gap (alpha / beta)**: 6.27 / 6.27 eV

Each line ends with the Löwdin charge.
CARTESIAN COORDINATES (ANGSTROEM)
Ta 0.4032 0.2344 0.3359  1.5069
C 2.8913 2.7297 2.6238  -0.1075
C 2.0370 3.5687 1.6770  -0.4708
C 1.8961 5.0182 2.2085  -0.0912
P 0.3712 2.7570 1.3753  1.0921
C -0.6038 4.0644 0.5846  -0.5526
C -1.9749 3.5303 0.3420  -0.1204
C -0.0330 4.6703 -0.6887  -0.1103
C -0.6211 2.3900 2.8590  -0.3173
C -0.8089 3.2964 3.8881  -0.0828
C -1.7426 3.0646 4.8890  -0.0809
C -2.5252 1.9407 4.8362  -0.0585
C -2.2455 0.9651 3.9111  -0.0278
C -1.3327 1.1620 2.8659  -0.2983
N -1.0115 0.2235 1.8710  -0.2071
C -1.4770 -1.1060 2.1459  -0.3932
C -1.2721 -1.6960 3.3945  -0.0572
C -1.8097 -2.9557 3.5837  -0.0679
C -2.5506 -3.6375 2.6200  -0.0714
C -2.6140 -3.0816 1.3483  -0.1017
C -2.1123 -1.8247 1.1164  -0.3976
P -2.0980 -0.9320 -0.4331  1.1123
C -2.4165 -2.1692 -1.8173  -0.4754
C -3.8957 -2.3235 -2.2098  -0.0910
C -1.6749 -1.6975 -3.0630  -0.1039
C -3.5991 0.1774 -0.1460  -0.4817
C -3.9778 0.9619 -1.3812  -0.1212
C -4.8126 -0.4922 0.6069  -0.0537
H 3.8423 3.2284 2.8141  0.0932
H 2.3829 2.5742 3.5996  0.0800
H 3.0983 1.7481 2.1918  0.0469
H 2.5296 3.5148 0.6752  0.1047
H 1.5259 5.0846 3.2447  0.0754
H 2.8419 5.5444 2.2845  0.0854
H 1.2562 5.6171 1.5720  0.0531
H -0.7086 4.7983 1.3572  0.1035
H -1.9642 2.6121 -0.2833  0.0484
H -2.4042 3.3212 1.2646  0.0563
H -2.5826 4.2479 -0.1747  0.0926
H 0.1676 3.9535 -1.5264  0.0126
H -0.8544 5.3043 -1.0372  0.0887
H 0.9028 5.1697 -0.4549  0.0670
H -0.2893 4.2904 3.9163  0.1164
H -1.9169 3.8399 5.6002  0.1030
H -3.2231 1.7149 5.6184  0.1152
H -2.8274 0.0850 4.0315  0.1066
H -0.6782 -1.2031 4.1987  0.1261
H -1.7483 -3.4379 4.5729  0.1190
H -3.0969 -4.5619 2.8999  0.1247
H -3.1803 -3.6351 0.5487  0.1341
H -2.0813 -3.1434 -1.4297  0.0856
H -4.2890 -1.3973 -2.5713  0.0420
H -4.0228 -3.0522 -3.0228  0.1004
H -4.4343 -2.6399 -1.3284  0.0570
H -2.3274 -0.9756 -3.5654  0.0918
H -0.7696 -1.1945 -2.7947  0.0191
H -1.4803 -2.5704 -3.7361  0.1062
H -3.1787 0.8355 0.5898  0.0594
H -4.4120 0.3962 -2.2103  0.0675
H -4.7502 1.6943 -1.0373  0.1027
H -3.1475 1.5563 -1.7302  -0.0149
H -5.2648 -1.2766 0.0342  0.0543
H -4.4103 -0.7958 1.5359  0.0474
H -5.6587 0.2269 0.7269  0.0990
C 4.1392 -2.2999 -1.8729  -0.0313
C 3.2012 -1.6408 -2.8514  -0.2614
C 3.3793 -1.9995 -4.2399  0.0209
C 2.5278 -1.4365 -5.1179  -0.0241
C 1.5850 -0.4774 -4.6993  -0.1743
C 0.7594 0.2589 -5.5711  -0.6209
Br 0.7014 -0.1018 -7.4205  0.8258
C -0.0587 1.2424 -5.1355  -0.1805
C -0.2091 1.5289 -3.7539  -0.5815
Br -1.3855 2.9173 -3.3061  0.9245
C 0.4294 0.7583 -2.8083  -0.3723
O 0.1242 0.7623 -1.5222  -0.3477
C 1.4613 -0.2087 -3.3110  -0.1804
N 2.2267 -0.8254 -2.4609  0.1388
H 5.1638 -1.9975 -2.0393  0.0896
H 4.1037 -3.3679 -2.0639  0.0964
H 3.8669 -2.0405 -0.8858  -0.0238
H 4.0606 -2.7650 -4.6324  0.1346
H 2.6192 -1.6319 -6.1417  0.0709
H -0.7308 1.7462 -5.7672  0.0768
N 3.1710 2.1346 -1.6027  0.2159
C 3.3194 1.2145 -0.6363  -0.4935
O 2.2829 0.8624 0.0445  -0.3222
C 4.5672 0.6247 -0.3754  -0.1634
C 4.5889 -0.4410 0.6293  -0.1727
N 4.6387 -1.2392 1.4739  0.1601
C 5.6177 0.8671 -1.3367  -0.2105
N 6.4272 1.0715 -2.1625  0.1558
H 2.2237 2.4872 -1.8111  0.1188
H 3.9632 2.2926 -2.2425  0.1290
Te 1.3369 -2.2975 0.6992  1.1798
C 0.2850 -3.6833 -0.5291  -0.5774
C -0.2439 -4.8014 0.0828  -0.1784
C -0.5237 -5.9681 -0.6215  -0.0719
C -0.4889 -5.9546 -1.9920  -0.0686
C -0.0106 -4.8235 -2.6684  -0.0768
C 0.4244 -3.7667 -1.9252  -0.1665
H -0.3067 -4.7111 1.1525  0.0741
H -0.8721 -6.8212 -0.0499  0.1114
H -0.6974 -6.8523 -2.5874  0.1157
H 0.0464 -4.7932 -3.7092  0.0922
H 0.8912 -2.8893 -2.3387  0.0691
N 3.2193 -0.8140 3.7594  0.2096
C 2.0446 -0.1598 3.6045  -0.6217
N 1.4560 0.3426 4.7246  0.1872
O 1.5043 -0.0213 2.4807  -0.2609
H 3.7413 -0.6928 4.6245  0.1292
H 3.6887 -1.1200 2.9564  -0.0149
H 1.9229 0.3744 5.6542  0.1440
H 0.5820 0.8437 4.5849  0.0880

Values of ΔE to the lowest compared entry with this formula, charge and spin, in order: 120.0 0.0, all in kJ/mol.